Entry 1:
A cluster of 11 separate species, C43H104N18O11 in total at a distorted geometry. Source: the Open Molecules 2025 dataset; level of theory: wB97M-V/def2-TZVPD.

```
! wB97M-V def2-TZVPD RIJCOSX def2/J DEFGRID3
* xyz 0 1
C -2.91200 -0.12756 0.75974
C -1.75364 -0.87058 0.12471
C -2.15314 -2.25653 -0.38072
C -1.21363 -0.03151 -1.02602
C 0.24817 -0.23824 -1.41730
C 1.16691 -0.22775 -0.20230
C 0.76471 -1.23579 0.93055
C 1.03669 -2.67750 0.53338
C 1.61059 -0.84123 2.14113
N -0.69130 -0.99214 1.16638
O -1.13136 -1.55054 2.37621
H -3.68375 0.06559 0.01126
H -3.28156 -0.60453 1.66576
H -2.63056 0.87105 1.10611
H -1.29583 -2.86053 -0.67220
H -2.68873 -2.81545 0.39053
H -2.76832 -2.17746 -1.28013
H -1.74135 -0.23007 -1.96637
H -1.42647 1.03403 -0.89644
H 0.41518 -1.12785 -2.03023
H 0.46612 0.63121 -2.04098
H 1.09478 0.76554 0.25389
H 2.21303 -0.33890 -0.49103
H 0.55170 -3.28473 1.30086
H 2.11861 -2.81007 0.51412
H 0.65700 -2.97463 -0.44190
H 1.57406 0.21364 2.42253
H 2.65085 -1.02419 1.87180
H 1.28398 -1.33667 3.05676
H -1.32054 -2.50385 2.24584
C 7.65555 -5.52916 0.43114
C 6.59461 -4.47417 0.21880
C 5.20832 -5.14639 0.29746
C 6.72383 -3.52694 1.43907
C 6.07174 -2.14793 1.34176
C 6.57547 -1.49175 0.05343
C 6.31907 -2.34273 -1.18414
C 4.83101 -2.39557 -1.52972
C 7.22617 -1.66163 -2.25472
N 6.88696 -3.70793 -0.99517
O 6.78215 -4.45155 -2.19665
H 7.85804 -6.08973 -0.48891
H 8.65422 -5.20397 0.72866
H 7.33513 -6.30314 1.12997
H 5.07842 -6.14224 0.72913
H 4.52202 -4.56409 0.92162
H 4.69819 -5.24471 -0.66443
H 6.15555 -3.99343 2.25038
H 7.77106 -3.48089 1.73837
H 5.01347 -2.30571 1.10638
H 6.26341 -1.58349 2.25067
H 7.64654 -1.35130 0.22024
H 5.99504 -0.56927 -0.02173
H 4.36068 -1.42084 -1.38636
H 4.25464 -3.05904 -0.88645
H 4.71735 -2.77608 -2.54365
H 6.98254 -2.10015 -3.22868
H 8.27042 -1.95357 -2.11608
H 7.22756 -0.57748 -2.35013
H 7.59616 -4.20562 -2.64808
C 4.60889 5.08417 -1.11876
C 3.60478 4.02963 -0.56896
C 2.69058 3.73916 -1.78610
C 4.28927 2.70628 -0.23665
C 5.11841 2.68472 1.02365
C 4.09515 3.06646 2.15654
C 3.44089 4.44225 1.90341
C 2.31086 4.46381 2.92116
C 4.43523 5.59147 2.20847
N 2.84341 4.55432 0.57040
O 1.86749 5.53041 0.37014
H 4.28044 6.10116 -0.91430
H 5.53489 4.88848 -0.56723
H 4.87036 4.95698 -2.16866
H 1.83897 3.09674 -1.55083
H 2.38476 4.65933 -2.28330
H 3.32445 3.19165 -2.48339
H 3.53595 1.91166 -0.20097
H 4.88193 2.33959 -1.08061
H 5.41824 1.65596 1.23831
H 5.99314 3.33019 1.09346
H 4.58528 3.09915 3.13283
H 3.41387 2.21854 2.26542
H 2.03447 5.49096 3.18807
H 2.64374 4.04903 3.87589
H 1.34029 4.01694 2.71600
H 3.92035 6.55499 2.25788
H 5.10725 5.79109 1.37277
H 4.99089 5.42298 3.13028
H 1.01769 5.09273 0.52628
C -5.99486 0.45995 1.89215
C -7.42047 0.65423 2.37808
C -7.71172 2.07349 2.90589
C -8.30760 0.43300 1.14518
C -9.79716 0.20206 1.37057
C -9.91838 -0.89195 2.44174
C -9.10769 -0.80016 3.75285
C -9.81924 0.15916 4.72393
C -9.08741 -2.23612 4.29248
N -7.76190 -0.32767 3.40487
O -6.78966 -0.47888 4.41258
H -5.26669 0.67775 2.67456
H -5.86302 -0.58059 1.59391
H -5.75343 1.09470 1.03856
H -7.26157 2.25661 3.88032
H -7.52373 2.88942 2.20134
H -8.79682 2.19011 2.95597
H -8.30661 1.34792 0.53812
H -7.95523 -0.34598 0.46502
H -10.29484 1.04520 1.85947
H -10.27383 -0.05524 0.42833
H -9.65319 -1.85614 1.98821
H -10.98513 -1.08821 2.59804
H -10.80749 -0.19026 5.02884
H -9.84495 1.16956 4.32764
H -9.29464 0.18851 5.68605
H -8.61340 -2.84042 3.51952
H -10.11429 -2.55942 4.46071
H -8.51539 -2.35921 5.21114
H -6.92363 0.31345 4.95704
N -2.00931 5.59339 -1.35533
C -1.28518 4.42601 -1.52034
N -0.89267 3.90186 -0.31279
O -1.17825 3.94609 -2.64895
H -2.04965 5.93046 -0.41231
H -2.44700 6.05595 -2.12537
H -1.28515 4.31254 0.51327
H -0.51330 2.97053 -0.32130
N -1.23847 0.79046 3.99994
C -0.83331 1.96573 3.45266
N -0.45111 1.86740 2.13722
O -0.91875 3.04046 4.04404
H -1.15751 -0.09710 3.51827
H -1.57204 0.75500 4.94501
H 0.28914 2.49278 1.86766
H -0.47924 0.93623 1.72374
N 5.03507 0.50964 -4.89623
C 4.07565 0.20926 -3.95088
N 3.29324 -0.83885 -4.33531
O 3.86920 0.91102 -2.96177
H 5.74762 1.08052 -4.46887
H 5.21829 -0.05905 -5.69878
H 3.29431 -1.28713 -5.22980
H 2.43899 -0.84086 -3.80454
N -1.50851 -2.26986 -5.91861
C -0.98511 -3.22612 -5.09100
N -1.41673 -3.09975 -3.79721
O -0.13268 -4.03893 -5.42547
H -2.12409 -1.53355 -5.59709
H -1.13201 -2.23700 -6.84782
H -1.91384 -2.27245 -3.51651
H -0.99395 -3.74935 -3.16014
N -2.08121 -6.02208 2.27851
C -1.14602 -5.10555 2.70137
N 0.10673 -5.65952 2.66407
O -1.35522 -4.05954 3.31534
H -3.06951 -5.84397 2.27352
H -1.82464 -6.86651 1.80534
H 0.23075 -6.63201 2.46299
H 0.91309 -5.13116 2.94218
N -0.16445 1.50609 -4.42213
C 0.16028 1.98747 -5.63910
N -0.01773 3.33842 -5.63523
O 0.31173 1.29028 -6.65788
H -0.19896 2.17876 -3.67508
H -0.39370 0.52915 -4.37302
H -0.39342 3.77012 -4.80190
H 0.06371 3.78044 -6.53207
N -3.38213 1.82032 -4.48631
C -3.47669 0.56391 -3.95564
N -4.48372 0.50883 -3.02446
O -2.91589 -0.40900 -4.46686
H -2.93068 1.93168 -5.37655
H -3.91717 2.56265 -4.08204
H -4.80701 -0.42343 -2.82842
H -5.06522 1.29138 -2.80452
*
```

Output
Energy relative to the best compared isomer or geometry (same formula, charge and spin) ... 154.5 kJ/mol
Structure (SMILES) ... CC1(C)CCCC(C)(C)N1O.CC1(C)CCCC(C)(C)N1O.CC1(C)CCCC(C)(C)N1O.CC1(C)CCCC(C)(C)N1O.NC(N)=O.NC(N)=O.NC(N)=O.NC(N)=O.NC(N)=O.NC(N)=O.NC(N)=O
Gap between HOMO and LUMO ... 0.276 Ha
Calculated total energy ... -3514.09807 Eh

Mulliken atomic charge list, values in e, 2 entries: C -2.56; C 2.02


Entry 2:
The molecule C3H5NO2S2 at a distorted geometry. Source: the Open Molecules 2025 dataset; level of theory: wB97M-V/def2-TZVPD.

```
! wB97M-V def2-TZVPD RIJCOSX def2/J DEFGRID3
* xyz 0 3
C -1.95771 -0.44180 -0.16009
C 0.76609 -0.80363 0.74072
C -1.48452 0.96446 -0.87413
N -1.38533 1.98697 0.17047
O -0.40261 1.95578 0.88212
O -2.29329 2.77076 0.27537
S -3.51493 -0.86350 -0.35422
S -0.91167 -1.49847 0.67701
H 1.35964 -1.57939 1.21054
H 0.76452 0.09709 1.34378
H 1.15342 -0.60727 -0.25358
H -2.25744 1.24108 -1.58482
H -0.50846 0.81408 -1.33279
*
```

Output
Energy relative to the best compared isomer or geometry (same formula, charge and spin) ... 175.9 kJ/mol
Gap between HOMO and LUMO (spin up / spin down) ... 0.264 / 0.214 Ha
Calculated total energy ... -1118.70086 Eh

Mulliken atomic charge list, values in e, 2 entries: C 0.13; C -0.79


Entry 3:
A cluster of 2 separate species, C6H10S2 in total at a distorted geometry. Source: the Open Molecules 2025 dataset; level of theory: wB97M-V/def2-TZVPD.

```
! wB97M-V def2-TZVPD RIJCOSX def2/J DEFGRID3
* xyz 0 1
C 0.97301 0.05438 0.04395
C 0.14843 1.34276 -0.28316
C -1.36355 0.81158 0.03390
C -1.68941 -0.32605 0.93279
C 0.36164 -1.03066 -0.69032
C 1.95000 -0.76704 -0.77297
H 2.10174 -2.07080 1.82674
H 0.06747 1.61226 -1.27031
H 0.37618 2.41255 0.11131
H -2.00081 1.64600 0.22066
H -1.80342 0.55894 -0.98870
H -2.90652 -0.10005 0.78263
H -1.24068 -0.12976 1.92134
H 0.02700 -0.47129 -1.69296
H 2.12217 -0.34125 -1.83064
H 2.58539 -1.45758 -0.36316
S 1.11541 -0.01096 1.72143
S -0.82404 -1.73304 0.29745
*
```

Output
Energy relative to the best compared isomer or geometry (same formula, charge and spin) ... 752.1 kJ/mol
Gap between HOMO and LUMO ... 0.237 Ha
Calculated total energy ... -1030.69152 Eh

Mulliken atomic charge list, values in e, 2 entries: C 0.65; C -1.15


Entry 4:
A structure of composition C5H18N6P at a distorted geometry. Source: the Open Molecules 2025 dataset; level of theory: wB97M-V/def2-TZVPD.

```
! wB97M-V def2-TZVPD RIJCOSX def2/J DEFGRID3
* xyz 1 1
C 0.57683 1.74391 1.63596
C -0.96199 -2.37111 -0.64220
C 0.72368 -2.57581 0.98285
C 1.23417 0.26954 -1.85191
C -0.88283 1.31998 -2.17957
N -1.98132 0.11102 0.77281
N 1.32383 2.66739 2.22247
N -0.42113 1.93763 0.79690
N -0.29302 -1.63276 0.35490
N -0.12887 0.34587 -1.49974
N 0.78687 0.39706 1.61793
P -0.42968 -0.01740 0.34983
H -0.19221 -2.83401 -1.33232
H -1.40958 -3.33561 -0.14408
H -1.50300 -1.96082 -1.43303
H 1.45223 -1.91998 1.40996
H 0.17070 -3.18394 1.70043
H 1.17205 -3.35783 0.38936
H 1.43781 0.08065 -2.95799
H 1.94879 1.11237 -1.68444
H 1.69409 -0.71933 -1.56085
H -1.78839 0.82002 -2.65314
H -1.27162 2.04806 -1.44428
H -0.23669 1.83115 -2.94965
H -2.51192 -0.56933 1.19550
H 1.16814 3.64277 2.23274
H 1.93485 2.41365 2.94410
H -0.44608 2.85924 0.42928
H -2.38803 0.97555 0.90328
H 1.22232 -0.09793 2.39489
*
```

Output
Energy relative to the best compared isomer or geometry (same formula, charge and spin) ... 129.6 kJ/mol
Gap between HOMO and LUMO ... 0.338 Ha
Calculated total energy ... -870.94191 Eh

Mulliken atomic charge list, values in e, 2 entries: C 0.21; C -1.20


Entry 5:
The molecule C3H6N2O2S at a distorted geometry. Source: the Open Molecules 2025 dataset; level of theory: wB97M-V/def2-TZVPD.

```
! wB97M-V def2-TZVPD RIJCOSX def2/J DEFGRID3
* xyz 0 1
C -0.92377 -0.19064 -0.27153
C -0.68108 -0.17920 -1.77638
C 1.58088 -0.31244 0.26098
N -2.06829 0.05398 0.26775
N 0.19669 -0.19550 0.59598
O 0.22986 1.37363 2.55829
O -1.87670 0.26435 1.63554
S -0.34060 0.11560 2.18999
H -1.67796 -0.01463 -2.24898
H -0.03079 -0.94146 -1.96790
H -0.13971 0.64595 -2.09016
H 1.97985 -1.24398 0.01344
H 1.83690 0.61131 -0.44662
H 1.91472 0.01304 1.27960
*
```

Output
Energy relative to the best compared isomer or geometry (same formula, charge and spin) ... 417.8 kJ/mol
Gap between HOMO and LUMO ... 0.359 Ha
Calculated total energy ... -775.98102 Eh

Mulliken atomic charge list, values in e, 2 entries: C 0.71; C -1.29


Entry 6:
A cluster of 2 separate species, C48H61N7O5 in total at a distorted geometry. Source: the Open Molecules 2025 dataset; level of theory: wB97M-V/def2-TZVPD.

```
! wB97M-V def2-TZVPD RIJCOSX def2/J DEFGRID3
* xyz 0 1
C 4.60595 -3.80197 -1.96630
C 4.42515 -4.25150 -0.51108
C 3.97636 -5.71382 -0.45671
C 3.49370 -3.30572 0.23553
C 2.10962 -3.48970 0.26029
C 1.25475 -2.56320 0.85110
C -0.25707 -2.75089 0.79053
C -0.70335 -4.05553 0.12728
C -0.99454 -1.57078 0.17585
C 1.82173 -1.44721 1.54711
C 1.00604 -0.48775 2.29326
N 0.37747 -0.77172 3.49880
C 0.03714 -2.07336 4.03736
C -1.30600 -2.49468 3.99273
C -2.40999 -1.57695 3.45984
C -2.95569 -0.69265 4.57142
C -3.51825 -2.32817 2.72128
C -1.60795 -3.79830 4.40980
C -0.59221 -4.66855 4.79140
C 0.72759 -4.22990 4.85868
C 1.05395 -2.90852 4.54169
C 2.45103 -2.34966 4.80461
C 3.48944 -3.43746 5.08729
C 2.45268 -1.31297 5.92729
N -0.20367 0.33819 4.00648
N 0.07685 1.33183 3.13548
C -0.48215 2.64463 3.36456
C -1.63107 3.01743 2.64420
C -2.42214 2.01984 1.79251
C -2.21703 2.29115 0.31256
C -3.90984 2.01445 2.15166
C -2.08395 4.33380 2.74766
C -1.53396 5.18855 3.69729
C -0.51787 4.73346 4.53696
C 0.02932 3.46238 4.38544
C 1.10121 3.00940 5.38727
C 2.36843 2.44144 4.75292
C 0.52883 2.05756 6.44053
C 0.75861 0.84057 2.00077
C 1.09020 1.55211 0.84200
C 3.24119 -1.26293 1.53253
C 3.93506 -0.08373 2.21748
C 4.45812 0.92772 1.19502
C 5.08184 -0.51339 3.13749
C 4.03429 -2.18280 0.85276
H 4.98423 -2.77491 -2.01445
H 5.31440 -4.45385 -2.48813
H 3.64791 -3.83422 -2.50198
H 5.40370 -4.17403 -0.01635
H 3.76849 -6.02255 0.57266
H 3.07646 -5.87128 -1.06081
H 4.76709 -6.35894 -0.85279
H 1.69048 -4.37238 -0.22321
H -0.57909 -2.79754 1.84325
H -0.25040 -4.91860 0.62988
H -1.79350 -4.16029 0.19828
H -0.42306 -4.05832 -0.93485
H -0.80973 -0.64671 0.73978
H -0.63997 -1.38303 -0.84794
H -2.08111 -1.73840 0.15505
H -1.92601 -0.91552 2.72657
H -2.15697 -0.02401 4.91111
H -3.79693 -0.08657 4.21497
H -3.28686 -1.30591 5.42074
H -3.10306 -3.00516 1.96151
H -4.12935 -2.91662 3.41963
H -4.17748 -1.61085 2.21163
H -2.64684 -4.13530 4.41389
H -0.83093 -5.69871 5.05751
H 1.51234 -4.91333 5.18567
H 2.74469 -1.83605 3.87641
H 3.51144 -4.18092 4.28119
H 4.49192 -3.00185 5.17727
H 3.25598 -3.94148 6.03433
H 1.73402 -0.50797 5.72965
H 2.16930 -1.79028 6.87727
H 3.45088 -0.86718 6.04488
H -2.01070 1.02552 2.02120
H -1.17586 2.07372 0.05788
H -2.86248 1.65763 -0.31056
H -2.40642 3.34651 0.06750
H -4.04751 1.84915 3.22686
H -4.37593 2.97238 1.88431
H -4.42587 1.21139 1.60928
H -2.89467 4.66376 2.09428
H -1.91878 6.20237 3.80498
H -0.13013 5.38517 5.32399
H 1.39602 3.93000 5.91081
H 2.76916 3.11579 3.98703
H 3.13952 2.28263 5.51790
H 2.16152 1.47280 4.28625
H -0.25934 2.55390 7.01803
H 0.08805 1.17799 5.95520
H 1.31173 1.72309 7.13197
H 1.06859 2.64346 0.88221
H 1.62402 0.96301 0.09598
H 3.18396 0.42198 2.83918
H 3.64459 1.32321 0.58029
H 4.93491 1.77248 1.70783
H 5.19646 0.45249 0.53431
H 4.75196 -1.25082 3.88004
H 5.90419 -0.95079 2.55595
H 5.46442 0.36300 3.67820
H 5.11661 -2.02409 0.81233
O 3.08477 1.12894 -6.08840
N 2.75979 2.20017 -5.54655
O 2.89147 3.31299 -6.10673
C 2.21485 2.21192 -4.20337
C 2.00415 3.41711 -3.53477
C 1.36722 3.44061 -2.27097
N 1.02693 4.72051 -1.69951
O 1.23727 5.76026 -2.35409
O 0.51310 4.73869 -0.55124
C 0.94494 2.26568 -1.58376
C 1.12405 1.04183 -2.28089
N 0.51077 -0.14855 -2.03973
O 0.67451 -0.86127 -3.25632
N 1.39816 -0.16136 -4.19543
C 1.72656 0.99957 -3.57663
H 2.32491 4.35045 -3.98677
H 0.11836 2.32100 -0.88040
*
```

Output
Energy relative to the best compared isomer or geometry (same formula, charge and spin) ... 32.1 kJ/mol
Gap between HOMO and LUMO ... 0.155 Ha
Calculated total energy ... -2624.77233 Eh

Mulliken atomic charge list, values in e, 2 entries: C -1.34; C 0.01